1.
{
  "formula": "C25H26EuN8O3PS",
  "method": "wB97M-V/def2-TZVPD",
  "elements": ["Eu", "C", "N", "C", "C", "N", "C", "P", "C", "N", "C", "C", "N", "C", "C", "N", "C", "C", "N", "C", "H", "H", "H", "H", "H", "H", "H", "H", "H", "H", "H", "H", "H", "H", "H", "C", "C", "C", "C", "N", "C", "C", "H", "H", "H", "H", "H", "H", "H", "O", "S", "O", "N", "C", "O", "C", "C", "C", "C", "C", "C", "H", "H", "H", "H"],
  "xyz": [[-0.939, -0.704, 0.378], [2.511, -0.368, -3.981], [1.978, -1.105, -2.850], [2.711, -1.861, -1.987], [1.847, -2.277, -1.017], [0.599, -1.784, -1.265], [0.703, -1.067, -2.380], [-0.727, -0.441, -3.343], [-2.015, -1.532, -2.616], [-2.270, -1.782, -1.333], [-3.322, -2.649, -1.320], [-3.713, -2.925, -2.601], [-2.883, -2.214, -3.409], [-2.935, -2.190, -4.863], [-1.155, 1.064, -2.378], [-1.778, 1.063, -1.202], [-2.124, 2.365, -0.962], [-1.701, 3.156, -1.991], [-1.093, 2.324, -2.884], [-0.407, 2.740, -4.095], [3.338, -0.918, -4.422], [2.878, 0.607, -3.658], [1.736, -0.235, -4.733], [3.769, -2.018, -2.110], [2.041, -2.920, -0.174], [-3.729, -3.031, -0.398], [-4.500, -3.551, -2.986], [-3.729, -2.851, -5.197], [-1.993, -2.534, -5.287], [-3.144, -1.184, -5.222], [-2.676, 2.645, -0.082], [-1.782, 4.218, -2.151], [-0.869, 3.643, -4.486], [-0.473, 1.954, -4.844], [0.642, 2.953, -3.887], [-0.993, 4.596, 4.518], [-1.116, 3.435, 3.584], [-2.008, 2.393, 3.813], [-2.065, 1.332, 2.931], [-1.303, 1.238, 1.837], [-0.441, 2.241, 1.618], [-0.323, 3.338, 2.442], [-1.658, 4.494, 5.373], [-1.226, 5.529, 4.003], [0.033, 4.677, 4.880], [-2.653, 2.406, 4.682], [-2.754, 0.512, 3.105], [0.197, 2.156, 0.746], [0.401, 4.109, 2.211], [3.318, 0.154, 0.664], [2.485, 0.098, 1.833], [2.307, 1.311, 2.576], [1.006, -0.521, 1.399], [0.738, -1.655, 2.040], [-0.366, -2.243, 1.885], [1.838, -2.132, 2.913], [1.880, -3.284, 3.676], [3.011, -3.518, 4.449], [4.066, -2.613, 4.463], [4.029, -1.458, 3.687], [2.909, -1.251, 2.914], [1.047, -3.975, 3.667], [3.070, -4.414, 5.052], [4.927, -2.801, 5.091], [4.847, -0.750, 3.684]],
  "gap_ev": [6.29, 9.31],
  "charge": 1,
  "e_homo_ha": [-0.30667, -0.41764],
  "lumo_ev": [-2.051, -2.057],
  "multiplicity": 8,
  "total_energy_ev": -83860.3352,
  "s2": 15.7595
}

***

2.
{
  "formula": "C25H26F3IN5O",
  "method": "wB97M-V/def2-TZVPD",
  "elements": ["C", "C", "C", "N", "C", "C", "C", "F", "F", "F", "C", "N", "C", "C", "O", "C", "C", "C", "C", "C", "C", "N", "I", "C", "C", "C", "C", "N", "C", "H", "H", "H", "H", "H", "H", "H", "H", "H", "H", "H", "H", "H", "H", "H", "H", "H", "H", "H", "H", "H", "N", "C", "C", "C", "C", "C", "H", "H", "H", "H", "H"],
  "xyz": [[4.507, 3.153, -0.370], [3.934, 2.763, 0.951], [2.849, 3.612, 1.835], [1.406, 3.213, 1.660], [0.958, 3.172, 0.221], [-0.449, 4.032, -0.061], [-0.495, 4.450, -1.659], [0.079, 5.806, -1.829], [-1.949, 4.388, -2.065], [0.176, 3.407, -2.523], [1.020, 1.983, 2.448], [1.857, 0.746, 2.417], [1.724, -0.098, 1.194], [0.252, -0.718, 0.870], [-0.938, -0.143, 1.042], [0.226, -2.242, 0.182], [-0.808, -3.439, 0.612], [-0.676, -4.862, -0.257], [0.417, -5.062, -1.500], [1.468, -3.858, -1.897], [1.343, -2.452, -1.044], [-0.129, 2.109, 3.240], [-0.859, 0.613, 4.452], [-0.909, 3.435, 3.252], [-0.311, 4.847, 3.883], [-1.312, 6.185, 3.795], [-2.774, 5.951, 3.093], [-3.350, 4.673, 2.554], [-2.430, 3.489, 2.648], [5.518, 3.774, -0.482], [3.939, 2.763, -1.337], [4.271, 1.708, 1.396], [2.975, 4.754, 1.520], [3.170, 3.577, 2.981], [0.749, 2.102, -0.211], [1.750, 3.667, -0.523], [-1.316, 3.224, 0.080], [-0.592, 4.929, 0.677], [1.939, 0.233, 3.311], [2.172, 0.520, 0.277], [2.466, -1.023, 1.319], [-1.578, -3.272, 1.478], [-1.389, -5.793, -0.030], [0.485, -6.068, -2.139], [2.294, -3.904, -2.724], [2.066, -1.553, -1.328], [0.762, 4.912, 4.371], [-1.017, 7.249, 4.190], [-3.467, 6.921, 3.007], [-2.857, 2.455, 2.226], [-2.204, -6.946, -2.559], [-2.831, -6.083, -3.388], [-3.083, -6.344, -4.725], [-2.664, -7.564, -5.247], [-2.015, -8.473, -4.419], [-1.811, -8.122, -3.094], [-3.135, -5.144, -2.934], [-3.592, -5.615, -5.345], [-2.843, -7.804, -6.292], [-1.676, -9.431, -4.795], [-1.313, -8.799, -2.406]],
  "gap_ev": 5.79,
  "charge": 1,
  "e_homo_ha": -0.37940,
  "lumo_ev": -4.536,
  "total_energy_ev": -52065.1973
}

***

3.
{
  "formula": "C25H26IrN6SSi",
  "method": "wB97M-V/def2-TZVPD",
  "elements": ["Ir", "C", "N", "C", "C", "N", "C", "C", "C", "C", "C", "C", "N", "C", "N", "C", "C", "C", "C", "C", "C", "N", "H", "H", "H", "H", "H", "H", "H", "H", "H", "H", "H", "H", "H", "H", "H", "S", "C", "N", "C", "Si", "C", "C", "C", "C", "C", "C", "C", "H", "H", "H", "H", "H", "H", "H", "H", "H", "H", "H"],
  "xyz": [[0.874, -0.105, 0.087], [0.174, -3.297, -1.117], [-0.102, -2.586, 0.131], [0.335, -3.284, 1.339], [0.643, -2.292, 2.412], [0.880, -1.017, 2.161], [1.176, -0.425, 3.372], [1.511, 0.887, 3.692], [1.754, 1.177, 5.019], [1.674, 0.194, 6.008], [1.338, -1.114, 5.712], [1.093, -1.410, 4.378], [0.755, -2.578, 3.723], [0.506, -2.328, -2.204], [0.808, -1.063, -1.980], [1.105, -0.504, -3.207], [1.486, 0.790, -3.556], [1.710, 1.047, -4.895], [1.565, 0.051, -5.864], [1.179, -1.236, -5.536], [0.953, -1.500, -4.193], [0.575, -2.638, -3.510], [-0.652, -3.950, -1.428], [1.049, -3.940, -0.964], [-1.093, -2.372, 0.210], [1.261, -3.827, 1.111], [-0.395, -4.023, 1.704], [1.581, 1.640, 2.925], [2.017, 2.185, 5.299], [1.886, 0.465, 7.029], [1.260, -1.864, 6.483], [0.650, -3.484, 4.159], [1.601, 1.555, -2.804], [2.010, 2.037, -5.208], [1.763, 0.293, -6.896], [1.049, -1.991, -6.294], [0.416, -3.542, -3.927], [3.367, 0.244, -0.008], [3.184, 1.882, 0.135], [3.074, 3.026, 0.236], [-0.504, 3.051, 1.661], [-0.450, 1.970, 0.072], [-0.322, 3.255, -1.379], [-2.353, 1.430, -0.236], [-2.566, 0.194, -0.809], [-3.867, -0.254, -0.975], [-4.927, 0.550, -0.599], [-4.704, 1.793, -0.041], [-3.399, 2.243, 0.133], [-1.220, 3.855, 1.509], [0.468, 3.506, 1.826], [-0.792, 2.509, 2.554], [-1.111, 3.992, -1.247], [-0.429, 2.812, -2.363], [0.637, 3.766, -1.320], [-1.730, -0.415, -1.134], [-4.049, -1.222, -1.415], [-5.938, 0.208, -0.769], [-5.527, 2.432, 0.242], [-3.236, 3.219, 0.560]],
  "gap_ev": [5.30, 5.47],
  "charge": 2,
  "e_homo_ha": [-0.52670, -0.52676],
  "lumo_ev": [-9.037, -8.862],
  "multiplicity": 2,
  "total_energy_ev": -56823.8753,
  "s2": 0.7791
}

***

4.
{
  "formula": "C25H26N2O4S",
  "method": "wB97M-V/def2-TZVPD",
  "elements": ["O", "C", "N", "C", "H", "C", "N", "S", "O", "O", "C", "C", "C", "C", "C", "C", "C", "H", "H", "H", "H", "H", "H", "H", "C", "H", "C", "H", "H", "H", "H", "H", "H", "C", "O", "C", "C", "C", "C", "C", "C", "H", "H", "C", "C", "C", "C", "C", "C", "H", "H", "H", "H", "H", "H", "H", "H", "H"],
  "xyz": [[-0.622, -3.709, -1.975], [-0.738, -3.327, -0.825], [-1.394, -2.189, -0.515], [-1.695, -1.655, 0.792], [-1.402, -2.351, 1.575], [-0.981, -0.314, 1.002], [-1.279, 0.575, -0.099], [-0.814, 2.164, 0.176], [0.310, 2.219, 1.069], [-0.707, 2.821, -1.091], [-2.293, 2.810, 1.048], [-3.464, 2.066, 0.516], [-4.160, 1.157, 1.304], [-5.197, 0.413, 0.768], [-5.544, 0.564, -0.564], [-4.858, 1.472, -1.354], [-3.827, 2.221, -0.818], [-3.278, 2.918, -1.432], [-5.128, 1.595, -2.392], [-6.349, -0.021, -0.983], [-5.733, -0.288, 1.391], [-3.893, 1.034, 2.344], [-2.318, 3.870, 0.810], [-2.132, 2.663, 2.111], [-0.935, 0.014, -1.389], [-1.182, 0.760, -2.143], [-1.743, -1.267, -1.579], [-1.506, -1.743, -2.531], [-2.812, -1.041, -1.527], [0.140, -0.215, -1.448], [-1.337, 0.157, 1.918], [0.101, -0.466, 1.091], [-2.778, -1.485, 0.840], [-0.149, -4.172, 0.313], [0.546, -3.461, 1.312], [1.514, -2.567, 0.924], [2.014, -2.441, -0.365], [2.893, -1.413, -0.660], [3.281, -0.493, 0.306], [2.826, -0.670, 1.611], [1.965, -1.701, 1.921], [1.595, -1.837, 2.926], [3.144, 0.014, 2.383], [4.126, 0.660, -0.039], [5.302, 0.497, -0.765], [6.086, 1.591, -1.081], [5.699, 2.860, -0.683], [4.523, 3.031, 0.028], [3.739, 1.940, 0.354], [2.806, 2.076, 0.882], [4.211, 4.021, 0.328], [6.312, 3.715, -0.932], [7.002, 1.454, -1.638], [5.608, -0.495, -1.067], [3.253, -1.304, -1.673], [1.716, -3.117, -1.150], [0.495, -4.924, -0.160], [-0.957, -4.693, 0.837]],
  "gap_ev": 8.80,
  "smiles": "O=C(COc1ccc(-c2ccccc2)cc1)N1CCN(S(=O)(=O)Cc2ccccc2)CC1",
  "e_homo_ha": -0.30281,
  "lumo_ev": 0.559,
  "total_energy_ev": -48352.5871
}